{
  "formula": "C9H28O5",
  "method": "ωB97M-V/def2-TZVPD",
  "symbols": ["C", "C", "C", "O", "H", "H", "H", "H", "H", "H", "H", "H", "C", "C", "C", "O", "H", "H", "H", "H", "H", "H", "H", "H", "C", "O", "H", "H", "H", "H", "C", "O", "H", "H", "H", "H", "C", "O", "H", "H", "H", "H"],
  "coordinates": [[-1.951, -1.113, 0.340], [-1.403, -2.071, 1.423], [-0.380, -3.005, 0.836], [-0.869, -1.238, 2.452], [-2.366, -1.645, -0.516], [-1.072, -0.522, 0.085], [-2.697, -0.455, 0.787], [-2.181, -2.693, 1.866], [-0.049, -3.770, 1.538], [0.539, -2.459, 0.622], [-0.717, -3.473, -0.089], [-0.169, -0.712, 2.058], [-1.029, 0.021, -1.432], [-0.710, 0.451, -2.857], [0.669, 0.098, -3.363], [-1.741, -0.156, -3.611], [-0.758, -1.017, -1.242], [-2.094, 0.087, -1.210], [-0.447, 0.696, -0.805], [-0.842, 1.521, -3.013], [0.952, -0.947, -3.241], [1.433, 0.695, -2.865], [0.722, 0.231, -4.443], [-1.611, 0.082, -4.532], [2.029, 2.308, -1.102], [0.705, 2.884, -1.181], [2.607, 2.770, -1.902], [2.446, 2.517, -0.117], [2.015, 1.267, -1.425], [0.307, 2.829, -2.053], [0.550, 0.868, 0.653], [0.617, -0.388, 1.402], [-0.437, 1.199, 0.330], [0.881, 1.744, 1.210], [1.213, 0.776, -0.208], [0.953, -0.151, 2.270], [0.494, 0.430, 4.034], [1.342, 0.370, 2.957], [0.744, -0.315, 4.790], [0.621, 1.380, 4.553], [-0.558, 0.357, 3.756], [2.241, 0.548, 3.246]],
  "forces_ev_per_a": [[-0.2, -1.6, 3.5], [-0.7, 0.9, 0.4], [1.1, -0.2, -0.1], [-6.3, -4.8, 4.2], [0.0, 0.0, 0.2], [-1.6, -1.2, 2.0], [-0.2, -0.1, 0.1], [-0.3, 0.1, 0.1], [-0.3, -0.2, 0.1], [-0.1, 0.1, -0.3], [-0.1, -0.1, 0.0], [-2.2, -0.5, -0.4], [1.3, 1.7, -4.2], [-0.8, -0.4, 0.0], [0.3, -0.5, -0.2], [-0.2, -0.5, -0.9], [0.7, 0.5, -1.6], [0.3, 0.7, -1.0], [-1.1, -1.1, -1.9], [0.0, 0.5, 0.3], [-0.3, -0.2, 0.4], [-0.1, -0.1, -0.5], [0.1, 0.5, -0.1], [-0.1, -0.1, -0.2], [-0.3, 1.4, -2.4], [0.4, -0.1, 1.1], [0.5, 0.4, 0.3], [-0.1, -0.2, -0.3], [0.4, 0.2, 0.7], [0.4, -0.2, -0.2], [1.0, -0.5, 1.7], [1.8, 1.7, -15.7], [0.2, -0.2, 1.6], [0.5, -0.2, 0.6], [-0.9, -0.5, 1.0], [0.4, -3.0, -3.2], [-1.3, 1.2, 3.6], [7.1, 7.5, 12.1], [-0.2, -0.4, -0.2], [0.0, 0.3, -0.1], [0.4, -0.3, -0.3], [0.3, -0.2, -0.2]],
  "homo_energy_ev": -8.11,
  "e_above_lowest_kj_mol": 1192.9
}